# C4H26BO21

14 unconnected molecules or ions with the total composition C4H26BO21 at a distorted geometry (wB97M-V/def2-TZVPD, the OMol25 dataset).

XYZ file:
```
52
Properties=species:S:1:pos:R:3:forces:R:3
O -5.2081 10.8986 14.3074 0.51 0.53 0.73
C -6.1840 10.6453 13.6779 -0.36 -0.61 -0.66
O -7.3405 10.2038 14.1240 -0.30 0.18 0.01
B -8.2336 9.9440 12.9749 -0.36 -0.71 0.41
O -7.4594 10.2878 11.7751 -0.22 -0.04 -0.01
C -6.2664 10.7051 12.1385 0.19 0.39 0.41
O -5.3838 11.1195 11.4480 -0.01 -0.13 -0.41
O -9.4876 10.7221 13.0844 0.51 0.38 0.21
C -10.5278 9.9276 13.0032 -0.01 -0.33 -1.08
O -11.6744 10.2642 12.9337 -0.27 0.21 0.56
C -10.0068 8.4930 12.8027 -0.14 -0.13 0.29
O -8.6959 8.5168 12.9703 0.55 0.61 -0.30
O -10.6649 7.5372 12.5346 -0.16 -0.18 0.16
O -12.0764 8.9898 9.7272 0.05 0.15 0.10
H -11.6472 9.8323 9.5509 -0.05 -0.01 0.04
H -12.5793 9.1448 10.5414 -0.04 -0.12 -0.12
O -5.5745 11.5034 8.5031 -0.10 0.07 -0.08
H -4.8997 12.1301 8.7812 -0.03 -0.08 0.10
H -5.9040 11.1298 9.3327 0.20 0.04 -0.09
O -11.7301 12.7210 14.7120 0.09 -0.23 0.06
H -11.1460 13.0451 15.4036 -0.08 0.05 -0.07
H -11.4831 11.7913 14.5778 0.02 0.20 -0.13
O -11.5078 4.7017 13.2471 -0.08 0.07 0.12
H -10.5778 4.7114 13.4929 -0.01 0.05 -0.12
H -11.6619 5.5782 12.8672 0.08 -0.15 -0.07
O -7.9177 6.3084 10.6695 -0.02 0.04 -0.05
H -8.3734 6.8845 11.2951 0.03 -0.06 -0.12
H -7.0867 6.7582 10.4867 -0.08 0.01 0.04
O -14.3833 11.8658 13.9440 0.18 0.24 -0.04
H -15.0008 12.5866 14.1023 0.03 -0.05 -0.04
H -13.5045 12.2774 14.0322 -0.25 -0.09 0.20
O -3.6176 8.5427 14.0514 0.03 0.26 -0.25
H -3.4948 8.1393 13.1850 -0.03 0.03 0.10
H -3.8428 9.4713 13.8687 0.12 -0.38 0.16
O -13.9544 7.2227 12.2901 -0.35 0.04 0.05
H -14.3156 8.0417 11.9159 0.46 -0.23 0.06
H -13.4418 7.5174 13.0508 0.07 0.06 -0.14
O -14.2733 10.0845 11.6543 -0.21 -0.13 -0.32
H -13.7441 10.7436 12.1207 -0.10 -0.13 0.18
H -15.0153 9.9220 12.2465 0.06 0.30 0.06
O -8.5583 9.9133 8.8176 -0.16 0.13 0.05
H -9.3586 9.8579 8.2835 0.10 -0.08 0.04
H -8.6371 10.7423 9.3043 0.08 -0.10 -0.05
O -9.6309 10.4975 16.3448 -0.03 0.26 -0.22
H -9.0259 10.9079 15.7091 0.03 -0.21 0.12
H -10.0899 11.2330 16.7642 0.04 -0.11 0.05
O -6.8770 5.7091 13.5745 -0.09 -0.04 0.19
H -7.6381 6.2967 13.6660 0.13 -0.01 -0.09
H -6.9030 5.1429 14.3533 0.01 0.11 -0.04
O -3.8354 12.8182 16.3355 -0.10 0.06 -0.06
H -4.2144 12.3364 15.5869 0.05 -0.07 0.09
H -4.4368 12.6369 17.0641 0.04 -0.05 -0.06
```
Forces are in eV/Å.

As for the energy above the lowest of the compared OMol25 structures with the same formula, charge and spin: 20.2 kcal/mol. The HOMO-LUMO gap comes out at 10.1 eV. The calculation puts the energy at -1773.272043 hartree. For the LUMO energy, the calculation gives 1.79 eV. The largest force on an atom comes out at 1.13 eV/Å. The charge is -1.

# C4H26N8O9

9 unconnected molecules or ions with the total composition C4H26N8O9 at a distorted geometry (wB97M-V/def2-TZVPD, the OMol25 dataset).

XYZ file:
```
47
Properties=species:S:1:pos:R:3:forces:R:3
C -28.4137 4.0490 -17.5008 2.83 -1.29 0.92
O -27.2755 3.6957 -17.1769 -0.45 -0.12 0.29
N -29.1781 4.9221 -16.8990 -0.86 2.74 2.19
N -29.0815 3.5005 -18.4771 -1.20 -1.67 -3.22
H -29.8299 5.4122 -17.4948 -0.04 0.28 0.77
H -28.8073 5.3482 -16.0617 -0.19 0.37 -0.36
H -28.6988 2.6800 -18.9249 -0.31 0.49 -0.30
H -29.9766 3.9167 -18.6907 0.12 -0.85 -0.44
C -29.4210 -2.1135 -15.0350 8.00 -5.41 2.51
O -28.2317 -2.5356 -14.9785 -3.11 1.53 -0.69
N -30.3482 -2.6477 -14.2577 -1.90 -1.76 2.06
N -29.9762 -1.2005 -15.6725 -1.48 5.51 -4.02
H -31.2979 -2.3135 -14.3382 -0.73 -0.45 0.40
H -30.0225 -3.3680 -13.6291 -0.32 -0.32 0.47
H -30.9694 -1.0339 -15.5960 -1.22 0.74 -0.51
H -29.3956 -0.5570 -16.1911 0.13 0.70 -0.50
C -30.3815 0.9505 -21.2164 1.30 -0.66 3.36
O -31.3591 0.8188 -20.5165 -1.98 -0.13 0.55
N -30.2886 1.3998 -22.4085 -1.34 1.72 -4.24
N -29.1519 0.7321 -20.7202 1.28 -0.63 0.65
H -29.3895 1.4533 -22.8655 -0.67 0.22 -0.30
H -31.1214 1.8610 -22.7459 0.39 -0.12 -0.66
H -28.4217 1.1157 -21.3031 0.64 -0.54 1.13
H -29.0876 0.3745 -19.7779 0.49 0.32 -0.51
C -31.7115 2.6665 -13.2465 0.65 0.34 0.51
O -32.3166 3.6330 -13.6423 -0.43 0.23 0.21
N -31.4174 2.3318 -11.9556 -0.65 0.55 -0.08
N -31.1594 1.7509 -14.0712 0.09 -1.65 -1.31
H -30.8890 1.4748 -11.8755 -0.09 0.70 1.06
H -31.5463 3.0749 -11.2838 0.28 -0.65 0.34
H -30.4288 1.1435 -13.7286 -0.04 0.36 -0.21
H -31.2255 1.8802 -15.0707 0.29 0.17 -0.04
O -31.6988 -1.4012 -18.3093 0.03 -0.37 0.74
H -30.7658 -1.4512 -18.5172 0.11 -0.08 -0.37
H -31.9380 -0.4934 -18.4963 -0.04 0.45 -0.41
O -33.0921 2.8249 -19.2634 0.14 0.39 0.60
H -33.7792 2.1692 -19.3827 -0.20 -0.15 -0.10
H -32.4582 2.6370 -19.9555 0.17 -0.39 -0.29
O -28.3550 0.7884 -17.3981 -0.68 -0.75 -0.01
H -28.1413 -0.0218 -17.8608 0.38 -0.31 -0.22
H -27.5056 1.1584 -17.1573 0.49 0.73 0.25
O -32.7424 -0.5839 -15.2693 0.49 -0.84 0.19
H -32.7482 0.0474 -14.5498 0.05 0.57 0.40
H -33.1452 -0.1171 -16.0014 -0.09 0.01 -0.41
O -30.9818 1.7198 -16.8438 -0.33 -0.52 0.01
H -30.2271 1.5517 -17.4081 0.53 0.17 -0.07
H -31.5948 2.2007 -17.3998 -0.52 0.34 -0.33
```
Forces are in eV/Å.

The HOMO-LUMO gap (alpha / beta) comes out at 9.3 / 3.3 eV. The calculation puts the energy at -1282.982695 hartree. For the LUMO energy (alpha / beta), the calculation gives -3.03 / -8.99 eV. The expectation value of S² is 0.7705. The largest force on an atom comes out at 9.98 eV/Å. The charge is +1. As for the spin multiplicity: 2.

# C4H27N2O9

9 unconnected molecules or ions with the total composition C4H27N2O9 at a distorted geometry (wB97M-V/def2-TZVPD, the OMol25 dataset).

XYZ file:
```
42
Properties=species:S:1:pos:R:3:forces:R:3
C -2.4863 0.4371 -0.3023 -0.66 0.25 0.05
C -1.9527 1.4317 0.7498 -1.01 -0.72 0.46
C -0.4629 1.7210 0.7372 0.72 1.33 0.13
C 0.4015 0.5436 0.4166 0.78 -1.38 2.21
N 0.8918 -0.2398 1.4330 -0.75 -0.48 -3.60
O 0.6354 0.2220 -0.7545 -0.34 0.07 -0.92
N -1.9179 0.6868 -1.6810 -1.68 -0.87 -0.87
H -3.6009 0.4757 -0.3467 0.88 0.24 -0.14
H -2.2777 -0.5802 -0.0039 0.37 -0.26 -0.27
H -2.2280 1.0159 1.7608 0.03 0.42 -1.05
H -2.4987 2.3669 0.6001 0.15 0.02 0.32
H -0.1596 2.1840 1.6909 -0.15 -0.47 -0.18
H -0.2424 2.5122 -0.0015 -0.04 -0.54 0.06
H 1.5222 -1.0125 1.1704 -0.43 0.48 -0.07
H 0.9183 0.1014 2.3357 0.19 1.18 2.33
H -0.9256 0.4205 -1.7042 -0.15 -0.09 0.02
H -2.4186 0.0868 -2.4345 1.11 0.91 1.71
H -1.9369 1.6710 -1.9462 -0.02 0.03 0.04
H 0.6300 2.6890 -3.0520 -0.18 0.12 -0.01
H 0.6180 1.6816 -1.9523 2.00 -2.08 1.67
O 0.0687 2.2569 -2.3983 -1.58 2.47 -2.08
H 1.2385 -1.5247 -0.9233 -0.27 0.66 -0.39
H 1.0931 -2.9168 -0.5138 -1.23 -1.92 -0.08
O 1.7056 -2.2206 -0.4735 1.84 0.81 0.50
H 3.5166 -0.8604 -0.6281 0.13 -0.90 0.02
H 2.3877 0.1010 -0.9936 0.12 -0.11 -0.03
O 3.3154 0.0597 -0.7303 0.30 0.93 -0.16
H 2.2902 1.7634 2.5915 0.71 0.17 -0.38
H 2.0720 1.6125 4.1519 -0.69 -0.01 -1.57
O 1.6285 1.5537 3.2604 0.00 0.00 2.35
H -0.8467 -1.6652 1.8128 2.02 1.45 0.82
H -1.8273 -2.7249 2.3822 0.47 0.92 -1.31
O -1.5658 -2.1952 1.5759 -2.40 -2.24 0.65
H -1.5373 -2.3944 -1.8003 -0.21 0.10 -0.42
H -2.0904 -2.3381 -3.2608 0.06 0.35 0.60
O -2.0036 -1.8071 -2.4461 -0.03 -0.61 -0.64
H -0.9909 -4.2643 -0.7008 -0.74 -2.60 -0.07
H -1.0456 -3.0020 0.1568 0.00 -0.26 -0.10
O -0.7363 -3.3813 -0.7003 0.55 2.42 0.35
H 4.1247 2.4120 1.1817 -0.29 -0.16 -0.05
H 3.3976 1.2081 0.5649 0.39 -1.55 -1.40
O 3.2963 1.9130 1.1758 -0.01 1.92 1.48
```
Forces are in eV/Å.

As for the energy above the lowest of the compared OMol25 structures with the same formula, charge and spin: 0.0 kcal/mol. The HOMO-LUMO gap comes out at 11.4 eV. The calculation puts the energy at -955.126936 hartree. For the LUMO energy, the calculation gives -2.48 eV. The largest force on an atom comes out at 3.71 eV/Å. The charge is +1.

# C4H27NO12S

11 unconnected molecules or ions with the total composition C4H27NO12S at a distorted geometry (wB97M-V/def2-TZVPD, the OMol25 dataset).

XYZ file:
```
45
Properties=species:S:1:pos:R:3:forces:R:3
O -1.3449 -2.7798 1.5853 -0.40 -0.68 0.06
C -0.9583 -1.6664 1.8137 0.03 -0.72 -0.82
C -1.8625 -0.4818 1.4526 0.62 0.15 0.57
C -1.2593 0.7801 2.0591 0.32 0.39 -0.15
S -0.7447 0.5934 3.7632 -0.02 0.08 -0.25
N -2.0933 -0.5151 0.0223 -1.14 0.74 -0.63
C -1.2545 0.2435 -0.9420 0.08 -0.12 1.72
O -1.4546 1.6103 -0.9621 -0.02 0.37 0.41
H 0.0860 -1.6025 2.1494 0.05 0.89 0.24
H -2.8105 -0.7636 1.9156 -0.02 0.24 0.14
H -1.8048 1.7273 2.0039 -0.58 -0.32 -0.04
H -0.4099 1.0935 1.4354 0.30 -0.14 0.39
H -3.0549 -0.2314 -0.1318 -0.01 0.04 -0.04
H -1.4709 -0.0988 -1.9474 0.07 -0.46 0.03
H -0.2677 -0.0924 -0.5946 0.44 0.60 -0.74
H 2.1960 2.2994 -2.0143 0.38 0.37 0.04
H 1.2477 2.8487 -0.9399 0.38 0.94 -0.47
O 1.8322 3.1600 -1.7479 0.11 -1.08 0.45
H 1.4298 2.1467 2.6995 0.17 0.16 0.79
H 1.5624 2.0693 1.2724 0.78 0.52 0.09
O 2.1550 1.9653 2.0941 -0.96 -0.27 -0.75
H 1.8479 -0.8852 3.3025 -0.25 0.36 0.34
H 2.2965 0.3323 2.3314 0.10 -0.57 0.55
O 2.4378 -0.6293 2.5983 0.30 -0.01 -0.64
H -0.1672 -0.2937 -3.9794 0.04 -0.07 0.41
H 0.0753 1.0050 -4.7425 -0.10 -0.76 0.23
O -0.0554 0.0309 -4.8706 0.08 0.69 -0.49
H 0.8508 2.9180 -3.0536 -1.42 -0.60 -0.06
H -0.5225 2.1180 -2.8289 0.42 0.49 0.03
O 0.0723 2.4642 -3.5205 0.33 0.23 -0.18
H 0.1561 3.6290 0.4790 0.32 -0.46 0.01
H -0.7931 2.1143 -0.3201 0.03 -0.40 -0.67
O 0.4013 2.7058 0.2987 -0.52 0.24 0.28
H -0.1510 -2.4671 -2.7991 -0.04 -0.53 -0.74
H -0.6072 -2.2406 -1.4008 -0.18 0.04 0.10
O 0.0889 -1.9857 -2.0187 0.28 0.10 0.40
H -2.9403 -1.6270 -2.2291 -0.09 -0.34 1.03
H -3.0456 -2.2978 -0.7490 0.36 0.69 -0.62
O -2.9838 -2.4463 -1.7055 -0.29 -0.81 -0.83
H 2.7104 -2.5372 1.7286 0.12 -0.17 -0.44
H 1.4742 -2.6932 0.9456 -0.05 -0.31 -0.32
O 2.3312 -3.1248 1.0453 0.00 0.53 0.54
H 2.8851 -1.6071 -1.3244 -0.16 -0.02 -0.08
H 2.2758 -0.9381 -2.5768 0.34 -0.27 0.40
O 3.1183 -1.1366 -2.1333 -0.20 0.25 -0.27
```
Forces are in eV/Å.

The HOMO-LUMO gap (alpha / beta) comes out at 9.2 / 6.5 eV. The calculation puts the energy at -1524.447316 hartree. For the LUMO energy (alpha / beta), the calculation gives 2.34 / -0.31 eV. The expectation value of S² is 0.7529. The largest force on an atom comes out at 1.73 eV/Å. The charge is -1. As for the spin multiplicity: 2.